1.
Molecular formula: C4H6N2
Method: DFT, ωB97M-V/def2-TZVPD

Structure (XYZ):
```
12
C4H6N2 (ωB97M-V/def2-TZVPD)
C 0.610 0.589 1.539
C 0.020 0.043 0.284
C -0.163 -1.275 -0.059
N -0.264 -1.464 -1.398
C -0.309 -0.268 -1.895
N -0.387 0.672 -0.889
H -0.177 0.918 2.190
H 1.128 -0.347 1.941
H 1.216 1.436 1.343
H -0.472 -2.052 0.629
H -0.731 0.110 -2.768
H -0.472 1.637 -0.917
```

Output
relative energy (zero: lowest compared OMol25 entry of this formula, charge and spin) = 31.3 kcal per mole
frontier orbital gap = 0.33642 Eh

---

2.
Molecular formula: C19H22FeNO7S
Method: DFT, ωB97M-V/def2-TZVPD

Structure (XYZ):
```
51
C19H22FeNO7S (ωB97M-V/def2-TZVPD)
Fe -0.866 1.387 1.251
C 2.770 3.458 -4.672
C 2.567 3.046 -3.241
C 3.629 3.048 -2.343
C 3.445 2.683 -1.018
C 2.179 2.310 -0.593
C 1.103 2.292 -1.474
C 1.303 2.666 -2.788
S 1.979 1.756 1.068
O 3.261 1.749 1.699
O 1.209 0.512 1.021
N 0.924 2.709 1.842
C 0.869 4.090 1.583
C -0.570 4.406 0.934
O -0.830 5.565 0.744
O -1.277 3.358 0.729
H 3.812 3.351 -4.968
H 2.488 4.503 -4.811
H 2.154 2.860 -5.343
H 4.616 3.334 -2.685
H 4.263 2.677 -0.312
H 0.116 1.983 -1.154
H 0.470 2.654 -3.479
H 1.613 4.474 0.883
H 0.857 4.679 2.499
O -3.107 1.730 1.136
H -3.636 1.566 1.924
H -3.096 2.689 0.981
C -1.437 -6.740 0.669
C -1.436 -5.239 0.769
C -2.217 -4.584 1.710
C -2.202 -3.201 1.841
C -3.088 -2.570 2.885
C -1.388 -2.451 0.979
C -0.596 -3.088 0.011
C 0.314 -2.351 -0.939
C -0.633 -4.474 -0.065
C -1.375 -0.968 1.085
O -1.452 -0.389 2.216
O -1.258 -0.247 0.044
H -2.295 -7.168 1.186
H -0.533 -7.153 1.121
H -1.463 -7.065 -0.371
H -2.859 -5.164 2.364
H -3.745 -3.323 3.318
H -3.704 -1.778 2.457
H -2.496 -2.117 3.678
H -0.258 -1.892 -1.745
H 1.028 -3.049 -1.376
H 0.862 -1.553 -0.444
H -0.013 -4.971 -0.804
```

Output
relative energy (zero: lowest compared OMol25 entry of this formula, charge and spin) = 18.4 kcal per mole
⟨S²⟩ = 8.76
spin multiplicity = 6
frontier orbital gap (spin up / spin down) = 0.34245 / 0.24377 Eh

---

3.
Molecular formula: C2H4N2O2
Method: DFT, ωB97M-V/def2-TZVPD

Structure (XYZ):
```
10
C2H4N2O2 (ωB97M-V/def2-TZVPD)
C 1.086 1.867 -0.226
N 0.553 0.913 0.347
O 0.572 -0.223 -0.371
C -0.315 -1.221 0.120
N -1.746 -0.832 0.164
O -2.592 -1.659 0.024
H 1.086 2.845 0.251
H 1.637 1.695 -1.148
H -0.069 -2.155 -0.336
H -0.212 -1.231 1.174
```

Output
relative energy (zero: lowest compared OMol25 entry of this formula, charge and spin) = 146.9 kcal per mole
frontier orbital gap = 0.33265 Eh

---

4.
Molecular formula: C13H28N2O3
Method: DFT, ωB97M-V/def2-TZVPD

Structure (XYZ):
```
46
C13H28N2O3 (ωB97M-V/def2-TZVPD)
C -0.446 6.297 -0.052
C -0.275 4.969 0.730
C 0.124 3.718 -0.214
C 0.346 2.615 0.666
C 0.483 1.491 -0.241
C 2.044 1.660 -0.821
O 2.901 2.574 -0.473
N 2.242 0.645 -1.944
H 1.599 -0.064 -2.110
N 3.391 0.598 -2.601
H 3.970 1.541 -2.742
H 4.231 0.117 -2.316
H -0.256 1.422 -0.993
C 0.769 0.055 0.601
C -0.341 -0.897 -0.076
C -0.232 -2.127 0.991
O -1.247 -3.076 0.337
C -1.318 -4.306 0.938
C -2.757 -4.657 1.306
C -2.964 -3.486 2.543
H -2.378 -3.480 3.198
H -2.861 -2.430 2.107
H -3.943 -3.711 2.880
C -3.618 -4.408 0.367
H -3.673 -3.523 -0.536
H -3.621 -5.302 -0.479
H -4.930 -4.456 0.730
H -2.724 -5.621 1.742
H -0.541 -4.407 1.754
H -1.159 -5.151 0.179
H -0.629 -2.017 1.786
H 0.640 -2.560 0.874
O 0.165 -1.298 -1.286
H -0.421 -1.993 -1.477
H -1.319 -0.447 0.025
H 0.541 0.195 1.573
H 1.597 -0.333 0.501
H 1.418 2.807 1.529
H -0.416 2.435 1.277
H 1.211 4.167 -0.772
H -0.701 3.654 -0.669
H 0.862 5.370 1.527
H -1.063 4.980 1.338
H -0.775 7.301 0.593
H -1.259 6.260 -0.915
H 0.286 6.486 -0.681
```

Output
relative energy (zero: lowest compared OMol25 entry of this formula, charge and spin) = 358.3 kcal per mole
frontier orbital gap = 0.33633 Eh

---

5.
Molecular formula: C15H39ClI2P3Yb
Method: DFT, ωB97M-V/def2-TZVPD

Structure (XYZ):
```
61
C15H39ClI2P3Yb (ωB97M-V/def2-TZVPD)
I 6.893 -1.707 -0.743
I 6.718 -4.396 -0.435
Yb 0.614 -2.196 0.093
P 0.699 -2.056 2.602
C 2.376 -2.062 3.249
C -0.052 -0.488 3.132
H -0.068 -0.419 4.240
H -0.243 -3.143 4.507
H -1.085 -0.442 2.726
H -1.293 -3.359 3.010
H 2.958 -1.246 2.774
H 0.501 0.360 2.684
C -0.259 -3.356 3.422
H 2.302 -1.933 4.340
H 0.207 -4.333 3.184
H 2.849 -3.027 2.975
P 0.071 -2.577 -2.337
C 1.541 -2.748 -3.362
C -1.024 -3.987 -2.622
H -1.725 -0.968 -2.329
H -1.113 -1.279 -4.027
H -0.180 -0.233 -2.864
C -0.827 -1.127 -2.966
H -1.922 -3.874 -1.975
H -1.278 -3.991 -3.698
H 1.201 -2.842 -4.405
H 2.093 -3.649 -3.022
H -0.487 -4.907 -2.314
H 2.202 -1.868 -3.218
Cl -1.840 -2.293 0.328
C 2.327 1.783 0.056
C 0.968 2.173 0.672
C 0.764 3.694 0.654
P -0.494 1.187 0.037
C -1.873 1.535 1.276
C -2.532 2.910 1.221
C -3.081 0.557 1.316
C -0.833 1.865 -1.656
C -1.800 3.040 -1.693
C 0.405 2.173 -2.536
H 2.404 2.039 -1.008
H 2.562 0.717 0.163
H 3.117 2.342 0.581
H 1.017 1.877 1.733
H 0.499 4.086 -0.337
H 0.012 4.005 1.370
H 1.723 4.160 0.945
H -1.339 1.454 2.222
H -3.301 2.940 0.468
H -3.005 3.073 2.203
H -1.809 3.730 1.061
H -2.825 -0.432 1.694
H -3.868 0.999 1.952
H -3.488 0.417 0.312
H -1.372 1.032 -2.117
H -1.442 3.883 -1.088
H -1.866 3.385 -2.740
H -2.790 2.745 -1.367
H 1.109 1.335 -2.616
H 0.044 2.388 -3.555
H 0.933 3.055 -2.175
```

Output
relative energy (zero: lowest compared OMol25 entry of this formula, charge and spin) = 37.7 kcal per mole
⟨S²⟩ = 0.75
spin multiplicity = 2
frontier orbital gap (spin up / spin down) = 0.22146 / 0.19997 Eh
net charge = +2

---

6.
Molecular formula: C18H17FO4
Method: DFT, ωB97M-V/def2-TZVPD

Structure (XYZ):
```
40
C18H17FO4 (ωB97M-V/def2-TZVPD)
C -5.141 -1.917 -0.075
H -5.486 -2.913 -0.289
O -3.698 -2.070 0.206
C -2.843 -1.246 0.031
C -1.570 -1.878 -0.114
C -0.556 -0.942 -0.064
C -0.829 0.375 -0.154
C -2.052 1.036 -0.434
C -3.177 0.191 -0.162
O -4.361 0.651 0.092
C -4.706 1.295 1.454
H -4.691 0.341 2.021
H -5.635 1.323 1.334
H -3.914 1.948 1.802
O -2.129 2.343 -0.641
C -3.351 2.878 -0.977
H -4.014 2.972 -0.308
H -3.735 2.193 -1.780
H -2.851 3.948 -1.633
H 0.035 1.245 -0.373
C 0.782 -1.428 -0.179
C 1.879 -0.671 0.002
C 3.261 -1.390 -0.064
O 3.261 -2.668 -0.017
C 4.506 -0.515 -0.263
C 4.637 0.551 0.650
C 5.747 1.053 0.746
C 6.906 0.888 0.107
C 6.778 -0.518 -0.424
C 5.707 -1.227 -0.530
H 5.637 -2.029 -1.158
H 7.731 -0.878 -1.116
F 8.051 1.464 0.233
H 5.770 2.047 1.257
H 3.640 0.844 1.158
H 2.089 0.508 -0.219
H 0.906 -2.495 -0.160
H -1.460 -2.743 0.430
H -5.768 -1.323 0.619
H -5.355 -1.242 -1.008
```

Output
relative energy (zero: lowest compared OMol25 entry of this formula, charge and spin) = 288.7 kcal per mole
frontier orbital gap = 0.26513 Eh

---

7.
Molecular formula: C36H46BaF16N5O2P2S3
Method: DFT, ωB97M-V/def2-TZVPD

Structure (XYZ):
```
111
C36H46BaF16N5O2P2S3 (ωB97M-V/def2-TZVPD)
Ba 0.754 -1.227 1.115
C -2.116 0.131 3.037
N -1.941 -0.685 1.847
C -2.353 -2.133 2.033
C -1.592 -2.826 3.153
N -0.198 -2.857 2.779
C 0.724 -3.590 3.460
C 1.681 -4.200 2.729
F 1.706 -3.877 1.358
C 2.753 -4.916 3.241
F 3.851 -5.285 2.361
C 2.835 -5.044 4.574
F 3.881 -5.610 5.119
C 1.804 -4.530 5.419
F 1.799 -4.687 6.820
C 0.791 -3.782 4.846
F -0.047 -3.238 5.753
C -2.535 -0.090 0.737
C -2.453 -0.877 -0.557
N -1.131 -1.571 -0.933
C -1.030 -2.450 -1.885
C 0.159 -3.205 -2.106
F 1.090 -2.927 -1.176
C 0.517 -3.906 -3.207
F 1.689 -4.385 -3.499
C -0.381 -4.038 -4.218
F -0.054 -4.553 -5.381
C -1.614 -3.428 -4.055
F -2.504 -3.670 -4.985
C -2.004 -2.827 -2.874
F -3.306 -2.496 -2.826
H -3.136 0.158 3.418
H -1.751 1.085 2.674
H -1.472 -0.095 3.819
H -2.120 -2.626 1.083
H -3.462 -2.270 2.237
H -2.130 -3.753 3.409
H -1.721 -2.412 4.175
H -2.096 0.890 0.576
H -3.671 0.036 0.794
H -2.797 -0.189 -1.318
H -3.113 -1.737 -0.569
C 4.155 -2.261 -1.932
C 5.167 -2.038 -0.849
S 4.498 -1.882 0.822
C 5.389 -0.426 1.470
C 5.286 0.945 0.736
S 3.695 1.288 -0.068
C 4.261 1.634 -1.741
C 4.292 0.464 -2.765
S 3.088 -0.917 -2.365
H 3.596 -3.140 -1.656
H 4.747 -2.674 -2.787
H 5.646 -1.066 -1.091
H 5.913 -2.882 -0.808
H 6.404 -0.791 1.540
H 4.914 -0.391 2.444
H 6.129 0.984 -0.046
H 5.411 1.740 1.414
H 5.233 2.092 -1.712
H 3.526 2.363 -2.135
H 5.241 -0.004 -2.828
H 3.965 0.893 -3.616
C -2.716 3.703 1.310
C -1.729 3.743 0.109
P -0.286 2.672 0.540
C 0.693 3.791 1.697
C -0.115 4.390 2.798
C 0.623 2.977 -1.009
C 1.224 4.356 -1.439
H -3.734 3.963 1.006
H -2.506 4.394 2.115
H -2.749 2.729 1.756
H -1.517 4.799 -0.105
H -2.183 3.326 -0.771
H 1.272 4.489 1.162
H 1.402 3.019 2.090
H -0.866 5.047 2.382
H 0.507 4.989 3.407
H -0.559 3.591 3.417
H -0.213 2.805 -1.693
H 1.311 2.183 -1.324
H 0.535 5.184 -1.347
H 1.450 4.181 -2.499
H 2.164 4.561 -0.873
F 1.893 1.503 4.867
P 2.265 0.215 4.017
F 3.723 0.226 4.648
F 2.848 1.315 2.805
F 0.815 0.375 3.213
F 2.617 -1.051 3.030
F 1.696 -0.812 5.061
O -5.384 3.424 -1.322
C -5.720 2.098 -1.719
N -6.323 2.075 -3.012
C -5.769 1.567 -4.131
O -6.512 1.121 -4.983
C -4.301 1.406 -4.191
C -3.775 0.218 -4.717
C -2.430 0.062 -4.801
C -1.627 1.087 -4.352
N -2.102 2.200 -3.890
C -3.418 2.370 -3.791
H -4.809 3.443 -0.565
H -6.379 1.667 -0.946
H -4.812 1.554 -1.902
H -7.415 1.977 -3.052
H -4.557 -0.499 -4.925
H -2.140 -0.892 -5.238
H -0.519 0.907 -4.345
H -3.736 3.321 -3.491
```

Output
relative energy (zero: lowest compared OMol25 entry of this formula, charge and spin) = 45.4 kcal per mole
⟨S²⟩ = 0.80
spin multiplicity = 2
frontier orbital gap (spin up / spin down) = 0.24360 / 0.14594 Eh

---

8.
Molecular formula: C13H7ClN3O2PtS2Se3Te
Method: DFT, ωB97M-V/def2-TZVPD

Structure (XYZ):
```
33
C13H7ClN3O2PtS2Se3Te (ωB97M-V/def2-TZVPD)
Pt -0.329 1.719 -0.243
S -0.642 1.791 2.002
C -2.250 1.144 1.794
S -2.501 0.552 0.190
C -3.155 1.105 2.821
C -4.438 0.511 2.642
N -5.471 0.020 2.505
C -2.818 1.614 4.109
N -2.546 2.023 5.151
Se 3.299 0.587 -2.379
Se 3.604 1.562 -0.310
Te 1.797 3.370 -0.178
Se 1.854 4.437 -2.307
N 0.722 0.040 -0.046
C 1.041 -1.055 -0.067
C 1.537 -2.396 -0.044
C 2.394 -2.806 -1.063
C 2.881 -4.102 -1.034
C 2.515 -4.962 -0.007
C 1.660 -4.540 1.003
C 1.163 -3.249 0.992
H 2.676 -2.098 -1.833
H 3.552 -4.439 -1.813
H 2.904 -5.972 0.010
H 1.378 -5.218 1.798
H 0.491 -2.899 1.764
Cl -0.467 1.682 -2.677
C -1.434 3.206 -2.794
C -2.055 3.653 -1.473
O -3.058 4.317 -1.508
O -1.390 3.399 -0.366
H -2.202 3.042 -3.540
H -0.713 3.962 -3.101
```

Output
relative energy (zero: lowest compared OMol25 entry of this formula, charge and spin) = 4.3 kcal per mole
frontier orbital gap = 0.19025 Eh
net charge = -1

---

9.
Molecular formula: C29H29Cl5I2MnN8O2P
Method: DFT, ωB97M-V/def2-TZVPD

Structure (XYZ):
```
77
C29H29Cl5I2MnN8O2P (ωB97M-V/def2-TZVPD)
Mn -0.314 -0.150 1.769
I 2.171 6.915 3.757
C 0.965 3.922 3.070
C -0.378 3.775 3.432
C -0.813 2.559 3.891
I -2.850 2.140 4.241
C 0.020 1.414 3.879
O -0.471 0.226 3.893
C 1.421 1.667 3.791
C 2.319 0.462 3.768
N 2.119 -0.187 2.467
C 2.764 -1.478 2.308
C 2.111 -2.249 1.186
C 2.851 -3.070 0.353
C 2.201 -3.800 -0.632
C 0.819 -3.692 -0.721
C 0.157 -2.849 0.149
N 0.779 -2.115 1.076
C 1.865 2.896 3.359
H -1.074 4.586 3.261
H 2.016 -0.252 4.540
H 3.372 0.745 3.932
H 2.440 0.453 1.739
H 2.607 -2.040 3.236
H 3.853 -1.398 2.140
H 3.921 -3.146 0.478
H 2.755 -4.445 -1.298
H 0.263 -4.255 -1.454
H -0.921 -2.748 0.117
H 2.915 3.028 3.126
Cl -3.129 0.902 0.219
C -3.428 -0.539 1.136
C -2.333 -1.108 1.787
C -2.630 -2.254 2.527
Cl -1.337 -3.013 3.382
C -3.903 -2.807 2.610
Cl -4.204 -4.237 3.519
C -4.956 -2.198 1.936
Cl -6.543 -2.860 2.023
C -4.718 -1.054 1.184
Cl -6.011 -0.307 0.329
C 1.797 -0.221 -4.142
N 1.404 -0.488 -2.776
C 2.439 -0.184 -1.813
P -0.203 -0.308 -2.276
O -0.290 -0.224 -0.813
N -0.985 -1.658 -2.870
C -0.534 -2.601 -3.853
C -2.386 -1.729 -2.521
N -0.963 0.995 -3.019
C -1.364 1.023 -4.402
C -0.755 2.304 -2.438
H 2.629 -0.883 -4.413
H 2.134 0.817 -4.278
H 0.962 -0.408 -4.813
H 3.219 -0.951 -1.854
H 1.994 -0.180 -0.821
H 2.896 0.793 -2.002
H 0.552 -2.582 -3.897
H -0.946 -2.400 -4.854
H -0.857 -3.606 -3.560
H -2.591 -0.972 -1.765
H -2.621 -2.715 -2.107
H -3.036 -1.552 -3.386
H -1.490 0.011 -4.777
H -0.638 1.550 -5.033
H -2.323 1.545 -4.477
H -0.491 2.180 -1.390
H -1.680 2.881 -2.500
H 0.043 2.865 -2.938
N 0.114 1.785 0.979
C 0.524 2.872 0.868
C 1.027 4.146 0.733
C 1.304 4.852 1.951
N 1.765 6.042 1.960
C 1.239 4.617 -0.559
N 1.424 4.945 -1.650
```

Output
⟨S²⟩ = 0.77
spin multiplicity = 2
frontier orbital gap (spin up / spin down) = 0.24977 / 0.24992 Eh
net charge = -1

---

10.
Molecular formula: C4H8O
Method: DFT, ωB97M-V/def2-TZVPD

Structure (XYZ):
```
13
C4H8O (ωB97M-V/def2-TZVPD)
C -1.125 -0.574 0.716
C -0.129 0.037 -0.359
O -0.760 0.348 -1.555
C 1.299 -0.445 -0.338
C 0.938 0.895 0.254
H -0.742 -0.843 1.729
H -1.444 -1.503 0.260
H -2.014 0.055 0.906
H -0.963 1.293 -1.532
H 1.613 -1.259 0.313
H 1.786 -0.471 -1.317
H 0.313 0.753 1.135
H 1.354 1.835 -0.132
```

Output
relative energy (zero: lowest compared OMol25 entry of this formula, charge and spin) = 52.3 kcal per mole
frontier orbital gap = 0.38566 Eh